## w
# C4H4O3

The molecule C4H4O3 (the ωB97M-V functional and the def2-TZVPD basis, the OMol25 dataset).

## Properties
**Structure (SMILES)**: O=CC(C=O)=CO

Positions of all 11 atoms, in Å:
O 0.1849 0.5638 -2.0929
C 0.1273 0.9244 -0.9353
C -0.1705 -0.0842 0.1092
C -1.2670 -0.9870 -0.2104
O -1.7064 -1.7930 0.5788
C 0.6246 -0.2016 1.1944
O 1.7928 0.4260 1.0754
H 0.0624 2.0069 -0.6585
H -1.6597 -0.8631 -1.2408
H 0.3500 -0.7507 2.1008
H 1.6616 0.7583 0.0794

***

## x
# C4H4O3

The molecule C4H4O3 (the ωB97M-V functional and the def2-TZVPD basis, the OMol25 dataset).

## Properties
**Structure (SMILES)**: CC(=O)C(=O)C=O

Positions of all 11 atoms, in Å:
C -1.8322 0.0461 0.2071
C -0.4779 -0.3974 -0.2873
O -0.2940 -1.2353 -1.1405
C 0.7671 0.2692 0.3379
O 0.6584 1.1428 1.1629
C 2.1722 -0.0961 -0.2541
O 2.6610 0.7022 -1.0127
H -1.8841 -0.0072 1.2992
H -2.6054 -0.5845 -0.2391
H -2.0139 1.0923 -0.0644
H 2.8572 -0.9292 -0.0728

***

## y
# C4H4O3

The molecule C4H4O3 (the ωB97M-V functional and the def2-TZVPD basis, the OMol25 dataset).

Positions of all 11 atoms, in Å:
C 1.1928 -0.2262 0.0481
C 0.1890 -1.1248 0.5327
C -0.8236 -0.0903 -0.4954
C -1.5488 0.8980 0.1670
O 2.4953 -0.1185 0.2595
O 0.5380 0.4755 -0.8763
O 0.0267 -2.1350 1.1523
H 2.8790 0.4797 -0.4041
H -1.2986 -0.7522 -1.2123
H -2.6302 0.8885 0.1726
H -1.0195 1.7052 0.6558

***

## z
# C4H4O3

The molecule C4H4O3 (the ωB97M-V functional and the def2-TZVPD basis, the OMol25 dataset).

## Properties
**Structure (SMILES)**: O=C[C@@]1(O)CC1=O

Positions of all 11 atoms, in Å:
O 1.4958 -1.3806 0.5134
C 1.2494 -0.1845 0.6392
C 0.0945 0.4197 0.0450
O -0.2209 1.7671 0.1690
C -0.5162 -0.3425 -1.1398
C -1.1391 -0.7779 0.0712
O -1.9007 -1.2782 0.7989
H 1.7979 0.4475 1.3639
H 0.1662 2.1278 0.9748
H 0.1323 -1.0482 -1.6533
H -1.1593 0.2499 -1.7823

***

So which one wins? Going from most stable to least: x, w, z, y.